{"formula": "C4H11N2O", "method": "ωB97M-V/def2-TZVPD", "symbols": ["O", "C", "N", "C", "N", "C", "C", "H", "H", "H", "H", "H", "H", "H", "H", "H", "H", "H"], "coordinates": [[-1.515, 0.103, 1.161], [-1.108, 1.158, 1.813], [-0.421, 2.047, 0.876], [1.685, -0.543, -0.685], [1.310, 0.400, -1.498], [-0.556, -1.655, -1.278], [0.469, -1.429, -0.123], [-0.253, 3.014, 1.113], [-0.764, 1.843, -0.060], [2.673, -0.998, -0.679], [2.147, 1.003, -1.654], [-0.556, 0.731, 2.704], [-1.912, 1.822, 2.239], [-1.352, -0.894, -1.175], [0.010, -1.447, -2.192], [-1.000, -2.654, -1.409], [0.572, -2.188, 0.650], [0.569, -0.311, 0.196]], "forces_ev_per_a": [[-0.34, -0.19, 0.59], [1.42, -0.42, -2.55], [-0.44, -0.89, 1.53], [-0.94, -0.50, -3.73], [2.18, -0.10, 2.76], [0.71, 0.45, 0.34], [-0.61, 0.81, -1.48], [0.03, 0.12, -0.01], [0.30, 0.34, -0.08], [0.38, 0.43, 1.03], [-0.60, -0.77, -0.91], [0.02, 0.97, -0.08], [-0.30, -0.51, 0.18], [0.19, -0.41, -0.21], [-0.52, 0.03, -0.01], [0.29, 0.34, 0.78], [0.51, 0.44, -0.09], [-2.25, -0.13, 1.96]], "charge": 1, "relative_energy_kj_mol": 954.4, "homo_ev": -13.87}


{"formula": "C10H18Br2MgNO3", "method": "ωB97M-V/def2-TZVPD", "symbols": ["C", "C", "C", "Br", "C", "C", "C", "O", "O", "N", "Br", "C", "C", "C", "O", "C", "H", "H", "H", "H", "H", "H", "H", "H", "H", "H", "H", "H", "H", "H", "H", "H", "H", "H", "Mg"], "coordinates": [[2.663, 0.949, -2.366], [2.797, 0.179, -1.116], [1.628, -0.736, -0.896], [2.181, -2.579, -0.936], [0.824, -0.398, 0.342], [0.492, 1.028, 0.209], [1.618, -0.341, 1.622], [1.037, 0.396, 2.558], [2.679, -0.824, 1.678], [-0.386, -1.276, 0.535], [0.067, -2.814, 1.499], [-1.209, -1.599, -0.648], [-2.068, -0.386, -0.945], [-2.832, -0.277, 0.354], [-3.441, 0.958, 0.894], [-2.564, 1.356, 1.830], [3.525, 1.528, -2.540], [1.809, 1.583, -2.377], [2.585, 0.284, -3.181], [3.656, -0.416, -1.200], [2.970, 0.803, -0.280], [0.993, -0.648, -1.728], [0.174, 1.269, -0.766], [-0.266, 1.128, 0.877], [1.321, 1.613, 0.515], [-0.641, -2.018, -1.441], [-1.917, -2.334, -0.389], [-1.538, 0.475, -1.255], [-2.759, -0.577, -1.714], [-3.633, -0.968, 0.337], [-2.159, -0.598, 1.094], [-3.011, 1.896, 2.644], [-1.790, 1.969, 1.439], [-2.148, 0.407, 2.180], [-0.656, 0.967, 3.171]], "forces_ev_per_a": [[-0.15, 0.24, -0.14], [-0.09, -0.20, 0.07], [0.61, -0.67, 1.32], [0.33, -0.61, -0.49], [-0.14, -1.73, -0.80], [0.16, 0.39, -1.62], [-1.51, -0.13, -0.28], [-1.28, 0.42, 2.01], [2.63, -0.77, 0.93], [0.91, 0.52, 0.17], [-0.54, -0.36, 0.52], [0.69, 1.07, 0.49], [-0.23, 0.25, 0.60], [-1.74, 0.63, -0.59], [0.36, -1.06, -1.27], [-0.53, 1.15, 1.21], [1.05, 0.93, -0.22], [-0.79, 0.71, -0.03], [-0.20, -0.83, -1.13], [1.32, -0.80, 0.05], [0.21, 0.67, 0.87], [-1.03, 0.05, -1.07], [-0.33, 0.64, -1.07], [-2.18, 1.07, 1.34], [0.55, 0.79, 0.00], [0.53, -0.07, -0.97], [-0.57, -1.31, 0.70], [0.61, 0.90, -0.01], [-0.75, -0.46, -1.19], [-1.00, -0.68, -0.24], [0.47, -0.73, 0.64], [-0.81, 0.46, 0.57], [1.15, 0.95, -0.62], [0.42, -0.55, 1.10], [1.88, -0.90, -0.83]], "charge": 1, "homo_ev": -11.64}


Kohn-Sham gap list, top to bottom, in eV: 5.20, 4.84
Molar mass list, top to bottom, in g mol⁻¹: 103.14, 384.37